[1]
Entry from the OMol25 dataset: 2 unconnected molecules or ions with the total composition C7H21BrClNO7P3 (wB97M-V/def2-TZVPD).

## Properties
Orbital gap   6.69 eV
LUMO energy   0.083 hartree

```
! wB97M-V def2-TZVPD RIJCOSX def2/J DEFGRID3
* xyz -1 1
Br -3.70763 -1.65879 -0.57183
Cl -2.73800 2.33017 -0.63606
P 3.35164 -1.64306 -2.03869
P -1.69153 1.38411 2.69008
P -1.87242 -0.51609 -1.16164
O -0.22332 1.70628 1.69525
O 3.95737 -3.10532 -1.83312
O 2.39894 -1.77301 -3.29826
O 4.35561 -0.58234 -2.11769
O 2.31417 -1.54108 -0.87331
O -2.33834 0.48409 1.26612
O -2.23699 0.22600 -2.56772
N -3.13043 0.98544 3.66994
C -4.33112 1.73085 3.27968
C 2.81320 -1.33203 0.46075
C -0.35212 1.29229 0.40633
C 4.89765 -3.57940 -2.79260
C 2.88075 -1.35468 -4.57939
C -4.25679 3.20712 3.67461
C -1.83376 0.87231 0.13022
H -1.41645 0.53154 -2.98888
H -5.16279 1.29778 3.82697
H -0.13093 2.10146 -0.28243
H -0.99031 0.22907 3.18423
H 2.44720 -0.37367 0.82094
H -2.27080 2.53707 2.07098
H 5.38218 -4.45848 -2.37609
H -5.00328 3.48944 4.40448
H 2.44509 -0.38901 -4.82920
H 2.56334 -2.09386 -5.31274
H 0.21120 0.37288 0.20475
H 5.65398 -2.82149 -3.00463
H -1.09542 2.14350 3.76332
H -3.33617 0.01597 3.44944
H -4.54336 1.62033 2.21698
H -4.43596 3.80366 2.78875
H 4.38466 -3.86182 -3.71444
H -3.25663 3.45712 3.98826
H 3.96619 -1.27073 -4.60009
H 2.42915 -2.12663 1.09557
H 3.90222 -1.33699 0.49116
*
```


[2]
Entry from the OMol25 dataset: 10 unconnected molecules or ions with the total composition C26H71O10 (wB97M-V/def2-TZVPD).

## Properties
Orbital gap   4.84 eV
LUMO energy   0.076 hartree

```
! wB97M-V def2-TZVPD RIJCOSX def2/J DEFGRID3
* xyz -1 1
O -13.42337 -19.75983 -18.44723
O -5.56424 -16.67472 -14.78600
O -15.54430 -22.96368 -16.30247
O -16.47480 -13.17929 -17.39273
O -18.79767 -20.81272 -17.99780
O -10.73035 -22.52500 -20.65144
O -4.65207 -16.11270 -18.94836
O -15.70955 -16.00587 -23.16743
O -12.45292 -19.21455 -23.75644
O -15.70416 -21.88530 -12.37395
C -11.78270 -18.62251 -24.86081
C -19.69722 -19.98292 -17.28393
C -12.86690 -18.58685 -17.90683
C -9.34477 -22.53196 -20.31601
C -8.54996 -23.46733 -21.19242
C -11.50137 -18.19252 -18.49908
C -6.71284 -15.82774 -20.00640
C -10.91851 -19.74514 -25.42054
C -6.56710 -18.75681 -14.87128
C -15.70797 -14.07500 -16.58180
C -14.90913 -22.64391 -11.57756
C -9.15222 -22.80782 -18.77472
C -14.30645 -13.53137 -16.40626
C -5.26316 -15.40840 -20.00300
C -16.87910 -24.82346 -15.71491
C -16.39716 -14.43486 -15.26817
C -14.44287 -25.04833 -16.64686
C -7.36691 -16.86723 -13.37909
C -20.72430 -20.87072 -16.49285
C -6.83596 -17.26810 -14.73622
C -12.80070 -18.64549 -16.37059
C -15.74882 -24.33150 -16.67110
C -5.03452 -13.91697 -19.64797
C -14.99945 -15.21500 -22.26095
C -18.80131 -19.07018 -16.46866
C -10.95446 -17.39287 -24.40057
H -16.17338 -24.31542 -17.67489
H -13.78740 -13.24954 -17.32237
H -15.89397 -15.27647 -14.79217
H -9.39701 -21.94922 -18.14944
H -13.80060 -18.81266 -15.97014
H -8.73013 -23.34557 -22.26051
H -5.20132 -16.78166 -15.66830
H -21.49798 -20.25381 -16.03575
H -12.07112 -19.42220 -16.14138
H -18.21852 -21.17909 -17.32552
H -16.13740 -15.47211 -23.84096
H -12.55413 -18.39156 -25.59544
H -13.93518 -24.85503 -15.70188
H -7.19962 -15.31559 -20.83637
H -4.77900 -15.64504 -20.95047
H -3.97412 -13.70548 -19.51040
H -7.46631 -16.84345 -15.51752
H -9.03636 -21.50073 -20.48796
H -20.33171 -21.51834 -15.70890
H -11.10191 -17.30975 -17.99984
H -11.39178 -20.54810 -25.98567
H -17.20269 -13.64009 -17.81633
H -14.83379 -23.61900 -12.05883
H -16.32839 -13.62102 -14.54634
H -5.50930 -13.74695 -18.68165
H -3.70932 -15.96629 -19.05500
H -13.68731 -14.33053 -15.99870
H -6.77459 -17.17610 -12.51779
H -14.38908 -14.46281 -22.76071
H -16.60442 -24.76550 -14.66168
H -15.65698 -14.94798 -17.23249
H -7.50188 -23.38555 -20.90445
H -10.72697 -18.94849 -18.36900
H -11.83610 -19.72932 -23.23095
H -11.18350 -22.13242 -19.90168
H -10.74899 -16.72589 -25.23784
H -13.50003 -17.73202 -18.14456
H -7.47433 -15.78421 -13.31881
H -9.76128 -23.65849 -18.46895
H -7.23025 -15.52491 -19.09608
H -20.26860 -19.41136 -18.01533
H -7.46382 -19.37130 -14.79128
H -13.85629 -24.55791 -17.42373
H -6.82971 -16.90897 -20.07961
H -12.36775 -17.74158 -15.94212
H -18.26403 -18.41080 -17.15031
H -13.89241 -22.25826 -11.50221
H -14.54901 -26.12096 -16.80900
H -18.04574 -19.62294 -15.91038
H -15.38529 -22.68920 -10.59811
H -21.26988 -21.56620 -17.13062
H -6.04274 -18.95933 -15.80516
H -14.29066 -15.76333 -21.64043
H -15.42200 -21.98094 -13.28655
H -10.06476 -17.59368 -23.80373
H -15.62381 -14.64328 -21.57436
H -17.80668 -24.28086 -15.89740
H -10.20937 -19.29414 -26.11467
H -19.35649 -18.40493 -15.80736
H -8.38518 -17.23248 -13.24562
H -11.39427 -18.05279 -19.57477
H -11.55420 -16.76072 -23.74574
H -5.82318 -19.02141 -14.11983
H -14.94289 -22.56823 -16.93770
H -10.29216 -20.14458 -24.62289
H -8.09955 -22.96149 -18.53730
H -17.09949 -25.85897 -15.97420
H -17.43496 -14.74636 -15.38667
H -5.53058 -13.30170 -20.39861
H -14.27507 -12.67950 -15.72697
H -8.92319 -24.47120 -20.98982
*
```


[3]
Entry from the OMol25 dataset: a molecular structure, C4H7NO (wB97M-V/def2-TZVPD).

## Properties
Relative energy (zero: lowest compared OMol25 entry of this formula, charge and spin)   127.5 kcal/mol
Orbital gap   9.19 eV
LUMO energy   0.033 hartree

```
! wB97M-V def2-TZVPD RIJCOSX def2/J DEFGRID3
* xyz 0 1
O 1.66719 1.04716 -0.19561
N 0.95054 -1.02927 0.64590
C 0.35990 1.26488 0.33458
C 1.49201 -0.34905 -0.40723
C -0.08658 -0.22526 0.21682
C -1.50440 -0.71636 0.16358
H -2.18421 0.00948 -0.29153
H -0.18866 1.95617 -0.31759
H -1.80809 -0.89901 1.20311
H 0.36316 1.61293 1.37337
H 0.34788 -0.17451 -1.22313
H -1.55917 -1.67140 -0.36407
H 2.15045 -0.82577 -1.13819
*
```


[4]
Entry from the OMol25 dataset: 2 unconnected molecules or ions with the total composition C3H4F2Si (wB97M-V/def2-TZVPD).

## Properties
SMILES   C=[Si](F)F.C#C
Relative energy (zero: lowest compared OMol25 entry of this formula, charge and spin)   86.5 kcal/mol
Orbital gap   9.00 eV
LUMO energy   -0.004 hartree

```
! wB97M-V def2-TZVPD RIJCOSX def2/J DEFGRID3
* xyz 0 1
Si -1.89540 1.41031 -0.61021
F -3.17593 2.21781 -1.03717
F -2.19875 1.35783 0.95655
C 2.89437 -0.83926 2.73936
C 1.75236 -0.56349 2.51577
C -0.63737 1.00669 -1.71698
H -0.85779 0.77659 -2.74698
H 0.22358 0.42754 -1.12407
H 0.79954 -0.22910 2.25063
H 3.68575 -1.46472 2.68803
*
```


[5]
Entry from the OMol25 dataset: a single C5H6BrF molecule (wB97M-V/def2-TZVPD).

## Properties
Relative energy (zero: lowest compared OMol25 entry of this formula, charge and spin)   69.6 kcal/mol
Orbital gap (alpha / beta)   8.19 / 8.61 eV
LUMO energy (alpha / beta)   -0.002 / 0.002 hartree

```
! wB97M-V def2-TZVPD RIJCOSX def2/J DEFGRID3
* xyz 0 1
Br 2.77550 -0.52156 -0.18979
F 1.62684 1.91085 0.18020
C -1.16198 0.16134 0.92298
C 1.34890 0.60685 0.29631
C -0.58694 -1.15168 0.56962
C -0.10866 0.13316 -0.09798
C -0.07641 0.35050 -1.53287
H -1.21531 -1.80690 -0.16260
H -2.20222 0.53251 0.84956
H 0.48056 -0.39386 -2.15348
H -0.07699 1.32049 -2.04181
H 0.04703 -1.62697 1.39883
H -0.85034 0.48527 1.96102
*
```


[6]
Entry from the OMol25 dataset: 2 unconnected molecules or ions with the total composition C9H15N4S (wB97M-V/def2-TZVPD).

## Properties
Relative energy (zero: lowest compared OMol25 entry of this formula, charge and spin)   74.2 kcal/mol
Orbital gap (alpha / beta)   7.39 / 8.07 eV
LUMO energy (alpha / beta)   -0.125 / -0.123 hartree

```
! wB97M-V def2-TZVPD RIJCOSX def2/J DEFGRID3
* xyz 1 1
S -0.48493 -2.85389 -1.99917
N -0.18069 0.84918 -3.82496
N -1.29405 -1.06557 -0.09893
N 0.26709 -0.30325 2.18705
N 0.45469 1.61465 -1.85911
C -0.19584 0.74000 -2.47173
C -0.84771 -1.54356 -1.25919
C 0.20222 -1.79508 1.75055
C 0.17152 0.62139 1.06522
C -1.21231 -1.91880 1.06156
C 0.91016 2.51600 -2.89352
C 1.42621 -0.03183 3.06798
C 0.45102 2.04143 -4.09445
C -1.17879 0.29896 0.38140
H -1.99327 0.70385 1.09345
H -1.41637 -2.98040 0.58558
H 1.50166 0.96190 3.37018
H 1.32549 -0.70303 3.80492
H 0.39970 -2.51778 2.71615
H 2.26500 -0.30087 2.52145
H 0.00518 1.64841 1.42506
H 1.05694 -1.99408 1.02515
H -0.56274 0.25876 -4.52242
H 0.62574 2.53853 -4.99474
H 1.32817 3.36229 -2.53975
H -0.66758 -0.21671 2.72905
H -1.98729 -1.71985 1.92043
H 0.84417 0.84706 0.30430
H -1.21341 0.94230 -0.45152
*
```


[7]
Entry from the OMol25 dataset: 2 unconnected molecules or ions with the total composition C4H12NO (wB97M-V/def2-TZVPD).

## Properties
Relative energy (zero: lowest compared OMol25 entry of this formula, charge and spin)   77.8 kcal/mol
Orbital gap (alpha / beta)   7.25 / 5.85 eV
LUMO energy (alpha / beta)   -0.426 / -0.477 hartree

```
! wB97M-V def2-TZVPD RIJCOSX def2/J DEFGRID3
* xyz 2 2
O 3.28342 -0.16371 1.69491
N 0.80234 -0.53630 -0.04513
C -1.66127 -0.51379 -0.57204
C -2.20000 0.07060 0.74225
C -0.31375 -0.01392 -0.93064
C 0.06169 1.04184 -1.75499
H -0.20614 2.13186 -1.71205
H 1.74916 -0.46608 -0.41909
H 0.62175 -1.59552 0.00538
H -2.84595 -0.82162 1.03280
H 4.21312 -0.20112 1.40695
H 0.72842 0.09304 0.75396
H -2.69456 1.14287 0.63384
H 3.04989 0.79057 1.97747
H -1.68607 -1.74048 -0.55893
H -1.45269 0.16089 1.64469
H 0.90252 0.85426 -2.41907
H -2.35189 -0.23340 -1.48032
*
```


[8]
Entry from the OMol25 dataset: a molecular structure, C29H47N5OsPS (wB97M-V/def2-TZVPD).

## Properties
Relative energy (zero: lowest compared OMol25 entry of this formula, charge and spin)   65.9 kcal/mol
Orbital gap (alpha / beta)   6.49 / 6.35 eV
LUMO energy (alpha / beta)   -0.139 / -0.141 hartree

```
! wB97M-V def2-TZVPD RIJCOSX def2/J DEFGRID3
* xyz 1 1
Os -0.84716 1.44662 0.56291
S 1.09972 2.12006 1.42087
P 0.62074 -1.51082 0.35273
N -0.11383 -2.91945 -0.04534
N 1.74423 -1.26936 -0.81461
N -0.35814 -0.21774 0.33759
N 1.16433 -1.76499 1.87508
N -0.75818 3.36413 -0.45702
C 1.82478 -3.01861 2.26850
C 2.34977 -0.51184 3.61814
C -4.53350 0.47365 0.34335
C 0.66059 5.27587 -1.02971
C -1.70458 3.86957 -1.24622
C 2.63299 4.24157 0.62638
C -2.49141 -3.25718 0.55855
C 0.42729 4.07106 -0.33667
C -0.38937 -3.26728 -1.44659
C -2.97494 3.12217 -1.41741
C -1.54042 5.08616 -1.93749
C 4.17659 -0.62710 -2.38244
C 2.82342 -2.24873 -1.02715
C -0.37482 5.77999 -1.84280
C -1.82967 -2.95024 -1.83562
C -4.82151 -0.00433 -1.07896
C -1.03950 -3.57745 0.88769
C 0.99299 -0.87549 3.02955
C 3.12121 -1.77084 4.00730
C 3.21400 -2.72976 2.82218
C 1.43564 3.57665 0.51378
C -5.32920 1.75009 0.63940
C -2.80865 -3.63497 -0.88520
C 2.75051 -0.20883 -2.76511
C 4.15706 -1.52418 -1.13224
C 2.87344 5.42279 -0.09201
C 1.91456 0.02003 -1.51597
C 1.90022 5.93799 -0.89990
C -3.04460 0.42537 0.65385
H 4.77979 0.26052 -2.18426
H 2.63396 -2.81468 -1.94649
H -6.39405 1.52484 0.56010
H -2.78997 2.16236 -1.90033
H 0.39709 -1.41812 3.77499
H 0.31106 -2.73581 -2.08664
H -2.35900 5.44415 -2.54443
H -2.72375 -4.72065 -1.00316
H 3.68773 -3.66820 3.11644
H 4.11631 -1.51497 4.37239
H -2.65267 -2.18354 0.70266
H 2.41520 0.74528 -0.86553
H 3.82693 -2.28554 2.03085
H -2.00191 -3.26190 -2.86733
H 4.97050 -2.24989 -1.15182
H -0.80001 -3.27594 1.90591
H 2.75848 0.70013 -3.36702
H 2.27404 -0.98192 -3.37361
H 4.64721 -1.14594 -3.21843
H 3.82846 5.92091 0.00399
H -5.14268 2.12237 1.64766
H -2.49324 -0.17734 -0.04843
H 0.42344 0.00224 2.74620
H -0.19891 -4.33983 -1.56120
H 2.91205 0.05109 2.86724
H 2.60101 -2.27281 4.83002
H 1.85244 -3.70865 1.42764
H -0.23148 6.71065 -2.37769
H -0.86706 -4.65681 0.81209
H 0.93456 0.42838 -1.76012
H -1.96968 -1.86359 -1.79616
H -3.39780 2.91407 -0.44549
H -3.14516 -3.78316 1.25660
H 2.20931 0.14412 4.47907
H 4.28907 -0.92040 -0.23023
H -2.83415 0.27736 1.70736
H -4.94678 -0.26743 1.04201
H -4.46050 0.72125 -1.81169
H -3.83771 -3.37211 -1.13419
H 1.21265 -3.49102 3.04751
H 3.39474 3.84815 1.28802
H -5.12766 2.54596 -0.07014
H 2.05704 6.85839 -1.44748
H 2.83185 -2.97172 -0.21376
H -3.68455 3.69288 -2.01376
H -5.89306 -0.12716 -1.24151
H -4.33779 -0.96049 -1.28728
*
```


Number 1: strongest force on any atom 2.1 eV/Å, molecular weight 439.52 g mol⁻¹. Number 2: strongest force on any atom 2.6 eV/Å, molecular weight 543.84 g mol⁻¹. Number 3: strongest force on any atom 0.5 eV/Å, molecular weight 85.11 g mol⁻¹. Number 4: strongest force on any atom 3.8 eV/Å, molecular weight 106.15 g mol⁻¹. Number 5: strongest force on any atom 3.6 eV/Å, molecular weight 165.01 g mol⁻¹. Number 6: strongest force on any atom 4.4 eV/Å, molecular weight 211.31 g mol⁻¹. Number 7: strongest force on any atom 3.8 eV/Å, molecular weight 90.15 g mol⁻¹. Number 8: strongest force on any atom 2.2 eV/Å, molecular weight 719.00 g mol⁻¹.